A molecular structure, C39H34ClN3PbSSi2 in a non-equilibrium geometry. Source: OMol25; level of theory: wB97M-V/def2-TZVPD.

Calculated values
Molecular weight, g/mol: 875.61
HOMO level (spin up / spin down), eV: -5.43 / -5.36
Kohn-Sham gap (spin up / spin down), eV: 4.13 / 4.06
Energy relative to the best compared isomer or geometry (same formula, charge and spin), kcal/mol: 0.0

Structure (XYZ):
```
81
Properties=species:S:1:pos:R:3:forces:R:3:lowdin_charge:R:1
H 2.2738 -2.6697 -0.8961 0.0 0.0 -0.4 0.096
H -1.5694 3.2626 5.4514 0.0 -0.1 0.4 0.113
H 0.9267 -4.8694 -6.9599 -0.1 0.1 -0.1 0.092
C -0.9492 -2.2383 -5.8126 0.3 -0.2 0.4 -0.088
N 1.4856 -0.5228 2.8664 1.5 -1.7 -0.2 -0.094
H -0.9330 -3.3617 -7.6616 0.0 0.1 0.2 0.094
H 1.5087 1.4412 9.0017 -0.5 0.3 0.0 0.119
H -1.7410 -4.1700 -1.4672 0.5 0.2 0.3 0.113
H -0.4480 2.9667 9.6524 0.1 0.0 -0.3 0.107
H 1.8728 -1.5783 1.0665 0.0 -0.2 -0.2 0.032
C 0.7997 1.8549 8.2767 -0.3 0.6 0.9 -0.015
C -0.4759 -3.2339 -6.6817 0.1 0.2 0.3 -0.099
C 2.8855 -1.5431 4.4226 -0.4 0.7 -0.3 -0.303
H -2.6262 -1.8551 -1.6357 0.5 0.0 0.7 0.090
H 1.3416 2.9912 -5.5957 -0.3 -0.2 0.0 0.111
C 1.3875 0.4033 5.0791 -1.5 1.8 0.6 -0.258
C -0.8205 3.7466 -1.5090 0.4 0.1 -0.4 -0.090
C -0.9379 2.6945 -0.6028 0.2 0.3 0.4 -0.118
H 0.1049 0.9751 0.2201 -0.2 0.0 -0.7 -0.053
C -1.1135 3.2110 7.6031 0.1 0.0 -0.6 -0.073
H -2.5478 -0.4561 5.1211 0.0 -0.2 -0.3 0.088
H 2.9808 -0.3762 -0.3946 -0.2 -0.8 0.6 -0.034
C 0.8673 -1.1265 -1.3433 0.2 -1.8 1.4 -0.337
C 0.1020 1.7672 -0.5383 -0.4 0.1 -0.1 -0.229
C -1.2657 -2.1936 2.5533 0.2 0.3 -0.1 -0.199
C -3.0171 -0.7450 2.9341 0.5 -0.1 -0.1 -0.253
Pb -0.5588 0.7689 2.4861 -1.5 -1.5 0.6 1.553
C -0.9445 2.8661 6.2506 0.2 0.0 0.3 0.000
H 1.3140 -2.6341 -3.3283 -0.1 -0.3 -0.4 0.045
C 0.5898 -4.0702 -6.3120 -0.3 0.4 0.5 -0.100
C 1.3453 2.8880 -2.2060 -0.5 0.5 -0.2 -0.109
H -0.7312 4.2969 -5.9978 -0.1 -0.3 0.1 0.101
H -0.5416 -2.2121 4.6703 -0.2 0.2 -0.2 0.093
C -0.9123 0.8304 -4.1512 -1.1 0.8 -0.1 -0.242
H 3.3144 -1.7322 5.3987 0.2 -0.2 -0.4 0.080
C -0.3534 -2.0654 -4.5368 1.0 0.0 -0.3 -0.245
C 0.3577 3.8779 -2.2632 -0.1 -0.2 0.4 -0.081
C 1.9573 -0.5623 4.1762 0.2 -0.8 -1.2 -0.337
H 0.5063 4.7447 -2.9025 -0.1 -0.1 0.1 0.104
C 0.3725 2.5831 -5.2989 -0.4 -0.2 0.0 -0.095
C 1.2209 -2.4380 -1.0779 0.9 2.4 0.2 -0.222
Si -0.9153 -0.8268 -3.2337 -0.6 -0.8 -1.8 0.870
H -1.6141 4.4825 -1.6149 0.1 -0.1 0.0 0.100
C -2.3696 -1.5405 1.9414 0.0 0.4 0.1 -0.214
H -2.6899 -1.6681 0.9042 0.2 0.1 0.4 0.086
H -2.9239 3.3905 -5.2440 0.3 -0.2 0.1 0.098
H 0.6180 -4.4855 -0.7097 0.0 0.1 -0.3 0.100
S 3.2574 -2.3956 2.9555 -0.8 0.5 0.6 1.092
C -1.0382 -3.3294 -1.3878 1.1 -1.3 0.1 -0.104
C 0.0900 1.9719 5.9310 0.0 -0.3 0.3 -0.214
C -2.0133 2.8114 -5.0637 -0.1 0.1 0.0 -0.102
C -0.7926 3.3170 -5.5194 0.1 -0.2 0.2 -0.103
Cl 2.9474 -0.3300 -3.5516 0.0 -0.6 -0.3 0.342
H -0.5656 -2.8718 2.0540 -0.4 0.2 0.2 0.094
C -0.5952 -0.8853 -1.4309 0.3 0.6 -0.6 -0.342
C -2.3038 -0.9159 4.1636 0.3 0.3 -0.4 -0.229
C 0.9420 1.5262 6.9510 -0.1 -0.7 -0.6 -0.192
C 0.7681 -2.8470 -4.2464 0.1 -0.3 0.3 -0.134
H 2.4558 0.0072 6.8599 -0.3 0.3 -0.3 0.174
N 0.3861 1.2685 4.7619 1.5 -1.0 0.3 0.023
H -1.8232 2.6235 0.0456 0.4 0.0 -0.2 0.092
H 1.2245 0.8010 -4.4670 -0.5 0.2 -0.3 -0.004
C 0.2986 1.3465 -4.6540 0.1 -0.2 0.2 -0.126
H -3.0235 1.2313 -3.9708 0.2 0.2 -0.2 0.094
H 2.0499 -4.4909 -4.7633 -0.1 0.2 -0.2 0.103
Si 2.2840 0.2052 -1.6190 0.0 0.3 1.7 0.084
H -1.7744 -1.5887 -6.1156 0.2 -0.2 0.0 0.098
C -2.0740 1.5984 -4.3690 0.3 0.1 0.0 -0.106
C 0.2889 -3.5008 -1.0441 -2.4 -1.4 0.0 -0.110
C 1.1425 1.7350 -1.4631 0.0 -0.1 0.8 -0.288
C 1.2127 -3.8685 -5.0804 -0.2 0.1 -0.3 -0.082
H -1.0989 -0.0543 -0.9223 0.5 0.0 -0.4 0.095
C -1.2345 -1.8261 3.9219 0.0 0.5 -0.2 -0.216
H 3.4010 1.0887 -1.4883 1.6 1.4 -0.7 -0.104
C -1.5428 -2.0278 -1.6425 -1.3 1.3 -1.3 -0.253
C -0.2707 2.7003 8.6102 0.6 -0.3 -0.3 -0.071
N 1.7500 0.5511 6.3709 0.3 -0.1 0.2 0.183
H -3.9186 -0.1539 2.7902 0.2 -0.2 0.1 0.086
C 2.0683 -1.4797 2.1289 -0.3 1.7 1.0 -0.401
H -1.9166 3.8960 7.8944 0.3 -0.3 -0.2 0.109
H 2.2858 3.0178 -2.7403 -0.2 -0.2 -0.2 0.110
```
Positions in Å, forces in eV/Å.

A gas-phase ion, C8H13N4O2 (charge +1) in a non-equilibrium geometry. Source: OMol25; level of theory: wB97M-V/def2-TZVPD.

Calculated values
SMILES string: CCOC(=O)[C@@H]1[NH2+][C@@]1(C)n1cncn1
Total charge: +1
Molecular weight, g/mol: 197.22
HOMO level, eV: -13.98
Kohn-Sham gap, eV: 11.05
Energy relative to the best compared isomer or geometry (same formula, charge and spin), kcal/mol: 79.1

Structure (XYZ):
```
27
Properties=species:S:1:pos:R:3:forces:R:3:lowdin_charge:R:1
C -1.1811 -0.5533 0.0555 3.7 -4.0 -3.4 -0.291
O 2.0876 0.6897 0.5161 -1.2 -0.6 -1.2 0.010
H 3.2261 2.3711 -0.2410 0.9 0.0 -1.0 0.104
H 0.2696 -2.0411 -1.3123 -0.4 0.0 0.5 0.057
H -0.4286 -1.9545 1.5264 0.9 -0.7 -0.7 0.178
H -5.4743 0.4483 0.6240 2.2 0.5 -0.4 0.158
H 4.8543 1.9384 -0.5581 0.6 -0.3 -0.7 0.087
H -1.0893 -1.5390 -2.2436 -0.9 0.4 -0.2 0.055
O 1.7184 -1.5370 0.6108 0.0 -0.5 -0.5 0.150
C -4.3657 0.5473 0.3177 -3.0 0.0 -0.4 -0.198
C 1.3671 -0.3976 0.5619 -1.5 0.7 1.8 -0.468
C -2.6920 1.1325 -0.8190 2.3 0.2 0.2 -0.112
C -0.0961 0.0532 0.8651 2.2 0.7 0.5 0.007
H -1.6786 -1.0505 2.0049 0.3 1.0 0.0 0.190
H 3.8540 0.4837 1.2482 0.8 -0.2 -1.4 0.161
H -0.0564 1.0012 1.4669 -0.9 -0.9 -1.0 0.201
H 3.6342 -0.4675 -0.3819 -0.4 0.1 1.3 0.140
N -2.3546 0.0566 -0.0056 -4.2 2.6 -0.2 -0.085
H -1.8999 1.7920 -1.3587 -1.6 -1.7 0.7 0.182
C 3.4606 0.4655 0.1989 1.7 -0.8 -0.2 -0.202
C 3.8606 1.5696 -0.7389 -1.5 2.5 3.9 -0.042
N -3.5001 -0.2921 0.7654 2.3 -0.5 -0.8 0.135
C -0.8138 -1.8622 -1.2627 0.5 2.2 2.9 0.138
H 3.4619 1.5086 -1.7054 0.1 -0.5 -1.5 0.068
N -3.9297 1.4051 -0.6624 -1.2 0.7 0.3 0.098
N -0.8728 -1.0694 1.3625 -1.5 -1.0 1.9 0.207
H -1.3615 -2.6986 -0.8347 -0.1 0.0 -0.4 0.070
```
Positions in Å, forces in eV/Å.

C5H7NOS2 in the gas phase in a non-equilibrium geometry. Source: OMol25; level of theory: wB97M-V/def2-TZVPD.

Calculated values
SMILES string: O/C=C/C=N\C=C(S)S
Molecular weight, g/mol: 161.25
HOMO level, eV: -8.07
Kohn-Sham gap, eV: 8.54
Energy relative to the best compared isomer or geometry (same formula, charge and spin), kcal/mol: 53.1

Structure (XYZ):
```
16
Properties=species:S:1:pos:R:3:forces:R:3:lowdin_charge:R:1
H -2.8525 -0.3420 0.3174 -0.9 -0.1 0.2 0.102
S 2.8882 -0.7843 0.8539 -2.6 0.7 1.9 0.699
C -1.0320 -0.7794 -0.4990 3.2 -1.1 -2.4 -0.197
H 0.8157 0.3720 2.0392 -0.6 1.2 -0.7 0.138
C 0.6848 0.9146 1.0460 3.3 -3.7 0.8 -0.340
H -2.0113 -2.4441 -0.5296 0.8 0.4 -0.5 0.129
O -1.1922 -2.0526 -0.9195 -1.4 -0.3 0.8 0.038
C -1.8755 0.0156 0.1071 -0.5 0.2 0.7 -0.075
N -0.3290 1.7505 0.8859 -2.4 0.9 -0.4 0.063
H 1.5601 -0.2932 -2.0388 0.4 0.8 0.3 -0.091
C 1.6197 0.4180 0.2020 1.1 0.2 0.7 -0.999
H -0.0114 -0.4566 -0.8796 -2.0 -0.3 0.8 0.064
C -1.4941 1.3302 0.5271 0.2 2.5 0.3 -0.138
S 1.9221 0.9176 -1.4647 -0.6 -0.5 -0.3 0.715
H -2.2592 2.1536 0.5524 0.4 -1.1 -0.1 0.128
H 3.5665 -0.7199 -0.1996 1.6 0.1 -2.2 -0.236
```
Positions in Å, forces in eV/Å.